Record 1
37
Properties=species:S:1:pos:R:3:mulliken_charge:R:1 method="wB97M-V/def2-TZVPD" total_charge=-1 energy_ha=-1129.78867 mol_weight_da=322.33 homo_ev=-1.8531 homo_lumo_gap_ha=0.151
Na 0.0000 0.0000 0.0000 0.363
C -4.0594 -1.4762 -0.1881 -0.364
N 0.8178 3.0592 0.7846 -0.611
C -2.6496 -3.3256 -0.7612 -0.730
H -2.4943 -4.3573 -1.0483 0.355
H 5.1203 0.2141 -0.2086 0.355
C 4.2425 0.8122 -0.0012 -0.728
C -2.7158 5.5965 1.6547 -0.584
H -2.7443 6.6441 1.9394 0.370
H -0.5409 5.5032 1.5162 0.514
N 1.8423 0.9441 0.1596 -0.448
C 4.3436 2.1485 0.3546 -0.362
H 0.0941 -0.4888 1.8079 0.141
C -3.9051 3.5228 1.1558 -0.100
C 1.9337 2.2469 0.5068 0.205
H -4.8105 2.9399 1.0454 0.516
H -4.8694 5.3684 1.7051 0.371
N -1.6936 -1.1787 -0.2303 -0.448
C -0.4287 2.7075 0.7544 0.149
N -0.9628 1.5190 0.4608 -0.560
H 2.8242 -0.7773 -0.3568 0.368
C -2.6728 2.9399 0.9341 0.183
C -3.9219 -2.8137 -0.5568 -0.363
C -2.2937 1.5879 0.5488 0.150
H -5.0379 -1.0416 -0.0198 0.415
C -1.5002 3.6439 1.0634 0.186
C -1.5758 -2.4714 -0.5860 -0.192
H -4.7995 -3.4381 -0.6801 0.359
C 2.9764 0.2615 -0.0840 -0.190
C -3.9202 4.8735 1.5219 -0.583
C -2.9309 -0.6736 -0.0296 0.210
H -0.5537 -2.8052 -0.7293 0.369
C 3.1772 2.8683 0.6099 -0.367
C -1.4824 4.9773 1.4230 -0.111
H 3.2172 3.9143 0.8905 0.415
H 5.3107 2.6316 0.4348 0.360
N -3.1760 0.6615 0.3442 -0.611

=====

Record 2
70
Properties=species:S:1:pos:R:3:mulliken_charge:R:1 method="wB97M-V/def2-TZVPD" total_charge=+1 energy_ha=-1686.24675 mol_weight_da=507.61 de_lowest_kj_mol=132.7 smiles=CCN1CCN(Cc2ccc([NH2+]c3ncc(F)c(-c4cc(F)c5nc(C)n(C(C)C)c5c4)n3)nc2)CC1 homo_ev=-10.1011 homo_lumo_gap_ha=0.241
C -2.3947 0.0633 3.0635 0.308
C -0.8049 2.7051 -3.2060 -1.413
N 2.1240 -3.2842 -1.5182 0.263
H 4.6017 -4.2452 -2.5727 0.345
C -0.7749 -0.3876 -3.5171 -1.553
C 1.0188 -0.2819 1.0488 -0.838
H -0.2879 -3.2798 0.0471 0.819
H 2.1982 1.7453 -2.1945 0.465
C -0.1027 3.6021 1.9421 -0.239
H -2.1577 1.4061 4.6272 0.454
H 0.8689 -0.0116 -2.2014 -0.221
C 0.3922 -2.4519 0.1267 -0.485
C 2.1740 -0.2582 0.3166 0.522
C -1.0948 -1.2671 1.7463 0.128
C -1.2518 3.3664 -1.8906 -0.227
H -3.0497 4.2592 0.4185 0.457
H 0.7890 0.5395 1.7058 0.532
C 2.4704 -1.3233 -0.5380 0.665
C 4.2092 -3.2930 -2.9278 -1.724
C -0.0648 0.4806 -2.4828 0.939
H 0.3903 -3.6995 -3.5031 0.329
C -2.1125 -2.2401 1.9030 0.400
H -0.6887 0.5480 -1.5734 -0.186
C 0.9623 3.0887 -1.0312 -0.037
H -3.5784 1.5750 3.7472 0.469
H 1.7342 3.2391 -3.0311 0.417
N -3.3912 -0.7665 3.2487 -0.650
H -1.7587 0.0032 -3.7608 0.425
H -4.0222 -2.6782 2.7950 0.483
H 0.0460 2.2693 3.6316 0.249
C 1.5603 -2.4205 -0.6086 -0.231
H 0.6662 2.2926 -0.3248 0.026
H -1.6954 2.5996 -1.2279 0.177
C 0.2892 -4.4173 -2.6918 -1.241
H -2.0165 4.1143 -2.1095 0.549
H 2.4662 -5.5947 -0.2452 0.385
N 3.5094 -1.5376 -1.3744 -0.875
H -1.1669 5.6445 -0.5444 0.511
C 3.2859 -2.6986 -1.9384 0.959
H -1.6514 2.1957 -3.6651 0.376
H 0.9476 3.8505 1.9335 0.452
C -0.9624 4.1637 0.9972 0.788
N -2.5633 1.4027 3.6836 0.290
C 0.1139 -1.3658 0.9645 0.404
C -2.3168 3.8297 1.0861 -0.706
H -0.5012 -4.0814 -2.0269 0.213
N 0.2884 1.7758 -3.0287 0.178
H 0.7455 -5.2459 -0.0728 0.226
C 1.6168 -4.5753 -1.9523 -0.086
H 3.7088 -3.4562 -3.8814 0.341
H -0.0048 -5.3740 -3.1138 0.480
F -2.0278 -3.4462 1.3359 -0.268
H 1.2775 -6.5372 -1.1447 0.456
H 0.4862 5.4557 0.0817 0.464
H 1.8124 3.6279 -0.6109 0.526
C -1.9473 2.4383 2.8273 -0.048
F 2.9939 0.7978 0.4198 -0.440
N -0.1151 4.0234 -1.2823 0.153
C -0.5969 2.7197 2.8926 -0.191
H -0.4603 3.4883 -3.8859 0.416
C -0.4297 4.9234 -0.1845 -1.595
C 1.3817 2.4484 -2.3639 -1.533
N -1.2957 -0.0995 2.3912 -0.273
H 2.3550 -4.9689 -2.6571 0.318
H -0.8977 -1.3955 -3.1280 0.295
H 5.0356 -2.6041 -3.0747 0.416
N -2.7914 2.9772 1.9763 -0.598
C 1.5177 -5.5443 -0.7753 -1.346
H -0.1848 -0.4264 -4.4280 0.347
C -3.2320 -1.9552 2.6599 -0.411

=====

Record 3
90
Properties=species:S:1:pos:R:3:mulliken_charge:R:1 method="wB97M-V/def2-TZVPD" energy_ha=-3689.17525 mol_weight_da=853.66 smiles="CC(=O)OC[C@H]1CC(=O)O[C@@]1(CCC(N)=O)[PH2]=S.O=C1C=C(O)C(=O)C=C1O.O=C1C=C(O)C(=O)C=C1O.O=C1C=C(O)C(=O)C=C1O.O=C1C=C(O)C(=O)C=C1O" homo_ev=-8.7472 homo_lumo_gap_ha=0.258
H 3.2042 -5.2309 -3.9155 0.079
H -2.7058 0.2897 4.3537 0.781
O -7.8137 0.6913 2.3089 -0.637
H 4.4855 -0.7172 -1.0465 0.514
C 8.0017 -5.0583 -1.6691 -1.131
H -2.5130 -4.7685 -3.0714 0.305
O 0.6086 4.8515 -4.1918 -0.649
C 3.5994 -1.3166 -1.2875 -1.085
C -6.6425 1.0049 2.1911 0.971
H 0.3316 6.6827 -0.1658 0.361
N -1.6686 -5.1143 -2.6175 -0.531
C -0.8175 4.4793 3.2854 1.071
O -0.3277 5.9791 -0.0024 -0.540
C -0.9959 -2.6027 3.4183 0.921
C 0.7432 -4.6186 -2.2952 -0.845
C 0.7918 6.4736 2.0460 0.908
O -2.7763 2.0668 1.5232 -0.658
C 2.7234 -2.8945 -2.8301 1.092
C -1.6863 4.6001 -3.8853 0.254
O -1.4510 -0.1756 6.6487 -0.640
C -0.4445 -2.0513 5.6966 0.290
H 3.8889 -3.5536 -1.1155 0.493
C -1.8936 -1.3952 3.3561 0.218
H -1.8742 0.4848 -2.2414 0.333
O -3.6756 2.1586 3.9956 -0.545
H -6.2228 1.4390 4.2823 0.493
O 2.6343 0.4948 -2.5476 -0.527
H 7.8275 -5.7731 -2.4876 0.316
C -0.0299 2.7564 -3.3048 -1.029
H -1.7289 4.1510 1.3410 0.648
H 0.7065 -2.4523 -2.2180 0.236
O -1.8002 5.8377 -4.3485 -0.592
H -2.2089 -1.9464 1.6104 0.328
H -0.1318 -1.4874 7.4361 0.375
C 5.3424 -2.7252 -2.4047 -1.412
C -0.2398 5.6747 1.2839 0.400
C 0.9489 6.2246 3.4665 -0.867
H -1.7891 -5.0250 -1.6125 0.248
O 6.4991 -3.9288 -0.2124 -0.505
O 0.2686 4.9937 5.3494 -0.604
O 2.5110 -1.5610 -3.3646 -0.380
O 5.9145 -4.0523 -2.3607 -0.306
C 2.8603 -0.6405 -2.4275 0.452
H -0.3822 4.2839 5.5128 0.347
C -2.4947 2.5130 -3.0053 1.080
H 1.4014 -5.3494 -2.7733 0.398
O 0.1707 -2.2167 6.8592 -0.566
P 3.0045 -3.9147 -4.3591 0.164
H 0.3730 -3.7320 4.6776 0.438
C -5.7926 1.4168 3.2908 -0.923
C -3.9373 1.7231 1.6561 1.367
C -0.9939 4.7355 1.8763 -1.112
H -2.8112 2.3604 3.5560 0.321
S 4.3544 -3.2888 -5.6078 -0.384
C 1.4338 -3.2519 -2.0092 -0.896
H 8.3221 -5.6118 -0.7717 0.332
C -2.7310 3.8496 -3.5074 -1.084
C -2.0609 -0.5752 4.4006 -0.809
C -6.0537 0.9545 0.8019 0.341
C 0.1938 5.2883 4.0569 0.099
H -3.7509 4.2046 -3.5508 0.460
O -0.9186 -3.2924 2.4143 -0.643
H 1.6420 -3.2133 -0.9268 0.375
H 0.9916 2.4047 -3.2368 0.633
O -3.3732 1.7578 -2.6226 -0.708
C -0.2795 -2.8710 4.6466 -1.123
C -1.0745 2.0100 -2.9201 0.170
O -0.9626 0.7800 -2.4297 -0.459
C 6.7474 -4.2892 -1.3137 0.765
H 1.6787 6.8099 4.0073 0.445
C -4.7796 1.2925 0.5608 -1.196
O 1.4368 7.2906 1.4173 -0.627
H 5.4092 -2.3646 -3.4349 0.438
H 5.9676 -2.0729 -1.7720 0.473
H -4.3347 1.2639 -0.4245 0.531
C -0.5437 -4.4418 -3.1147 0.490
C -0.2648 4.0931 -3.8119 1.197
O -1.4412 3.6367 3.9149 -0.650
O -6.9007 0.5499 -0.1371 -0.602
O -2.4997 -1.2139 2.1860 -0.425
H -7.7483 0.3768 0.3180 0.360
C -1.3605 -0.8499 5.6403 0.959
H 1.7311 -3.9230 -4.9399 0.074
C -4.5175 1.7614 3.0510 0.215
H 8.8033 -4.3557 -1.9385 0.267
H -0.8897 6.1363 -4.5457 0.375
O -0.5838 -3.7796 -4.1345 -0.551
H 3.0049 -1.3309 -0.3574 0.284
C 3.9086 -2.7272 -1.8361 0.432
H 0.4521 -5.0720 -1.3321 0.321

=====

Record 4
65
Properties=species:S:1:pos:R:3:mulliken_spin:R:1 method="wB97M-V/def2-TZVPD" energy_ha=-3371.48273 mol_weight_da=510.48 de_lowest_kj_mol=0.0 homo_ev="-5.6635 / -7.6445" multiplicity=6 homo_lumo_gap_ha="0.208 / 0.256"
P 0.2315 -1.8065 -4.3758 0.001
H 0.5913 1.7226 9.5270 0.001
H -1.2482 1.7737 1.2796 -0.020
H -2.1029 -1.6833 -0.9345 -0.006
H -0.8709 -1.9683 4.1795 -0.011
C 0.5020 1.4855 6.1478 0.010
H -1.7780 2.9409 -3.7931 0.000
H -0.1795 1.1603 -6.7011 0.000
C -0.7748 -1.8560 0.7563 0.101
H -1.9621 -2.8911 -4.4655 0.000
C 0.5979 -1.7811 0.5441 -0.080
H 2.0723 1.9975 7.5366 0.000
H 1.8516 1.0483 -1.0527 -0.005
H -1.5239 2.8126 -5.5537 0.000
H 1.3955 0.6026 -6.1244 0.000
C -1.6631 0.9475 7.0804 0.005
H 2.6136 -1.9045 -4.9621 0.000
H -2.3725 1.5213 -4.6613 0.000
C -0.1654 -0.8877 -5.9499 0.000
C -1.1205 0.8025 4.5774 -0.030
H -1.2556 -0.9118 -6.0716 0.000
C 0.1199 -1.8801 3.7153 0.092
Mn 0.0363 -0.4131 2.2467 4.697
H 0.8349 -1.6154 4.5009 -0.022
P 0.0462 1.3804 -4.2637 0.000
H -0.7330 -3.9880 -3.8187 0.000
C 1.6817 0.4328 -0.1560 -0.020
O 1.5320 2.8374 3.7846 0.004
O -2.1633 0.2733 4.2243 0.022
C 0.7006 1.1165 0.7702 0.079
C -1.1466 1.1774 8.3651 -0.002
C -1.4647 0.3329 -0.3983 0.058
N -0.0552 0.9111 3.7507 0.061
H 2.0886 -3.3827 -4.1484 0.000
H -1.1401 -2.6808 1.3654 0.021
C 1.1990 2.8205 -4.4698 0.000
H 0.6022 -0.9620 -1.4446 0.009
H -2.6868 0.6192 6.9522 0.000
H 2.1606 -1.5396 -0.8943 0.007
H -1.7796 1.0385 9.2324 0.000
H 1.1278 1.9047 1.3871 0.007
C 0.1973 1.5630 8.5320 0.005
H -2.7442 -1.1028 0.5961 -0.010
H 1.2136 -2.5353 1.0286 -0.026
C 1.0336 1.7209 7.4146 -0.003
C -0.9312 -3.2373 -4.5905 0.000
H 2.6417 0.3801 0.3687 -0.007
H 1.0279 3.3553 -5.4123 0.000
C 1.2642 -0.9979 -0.5750 0.078
C 1.8055 -2.6397 -4.9010 0.000
H 1.0642 3.5183 -3.6371 0.000
H -2.3873 0.8896 -0.5928 0.005
C 0.3180 0.5679 -5.9208 0.000
H -0.8306 -3.7072 -5.5767 0.000
O 2.3758 0.4947 4.1208 0.010
S 1.3519 1.5397 4.5859 0.021
C -0.6868 1.0507 0.6925 -0.062
H 0.3951 -2.8570 3.2972 0.005
H 1.7024 -3.1394 -5.8725 0.000
H -0.8940 0.3505 -1.3308 0.008
C -1.8419 -1.1215 -0.0246 -0.004
H 0.2688 -1.4264 -6.8035 0.000
C -1.5571 2.2494 -4.6126 0.000
H 2.2341 2.4651 -4.4460 0.000
C -0.8182 1.1115 5.9784 0.005

=====

Record 5
19
Properties=species:S:1:pos:R:3:mulliken_charge:R:1 method="wB97M-V/def2-TZVPD" total_charge=+1 energy_ha=-472.87319 mol_weight_da=132.14 de_lowest_kj_mol=162.7 smiles="[H]/N=C(/C(N)=O)[C@@](C)([NH3+])O" homo_ev=-14.4718 homo_lumo_gap_ha=0.366
C -1.8536 0.2806 -0.0011 0.334
H 0.1369 -2.4325 -0.7246 0.264
O 0.7629 0.3586 1.5254 -0.533
H -0.4033 1.8154 -0.4918 0.304
H -3.6665 -0.0156 0.8201 0.210
C -0.6301 -0.5174 -0.1977 0.385
H 1.0757 1.4431 -1.2846 0.369
N -2.9403 -0.4509 0.3587 -0.356
C 1.9674 -0.5519 -0.2613 -1.705
C 0.7182 0.1869 0.1806 0.983
N -0.7800 -1.8390 -0.5079 -0.678
H 1.2416 2.3201 0.1127 0.365
H 2.0399 -1.7395 -0.1063 0.349
H 2.8859 0.0302 0.1347 0.426
H 2.0830 -0.4456 -1.2685 0.578
H 1.4873 -0.0981 1.9613 0.382
H -2.9376 -1.4955 0.0668 0.294
N 0.6040 1.6457 -0.4133 -0.300
O -1.7914 1.5055 0.0968 -0.671